# 1
Here is one molecule with the formula C4H4F2N2 in a non-equilibrium geometry from OMol25. Energies are from the ωB97M-V functional and the def2-TZVPD basis.

As for the energy relative to the best compared isomer or geometry (same formula, charge and spin): 91.6 kcal per mole. As for the HOMO energy: -8.6 eV. As for the maximum force: 7.35 eV/Å. The calculation puts the electronic energy at -12623.7441 eV. The value obtained for the orbital gap is 9.019 eV.

Last column: Löwdin charge in e.
CARTESIAN COORDINATES (ANGSTROEM)
C: 0.46 -0.27 -1.80  0.116
C: -0.45 -1.22 -3.08  -0.089
C: -1.53 -1.57 -2.32  -0.369
C: -0.35 -0.11 0.60  -0.037
N: -1.58 -1.10 -1.09  0.109
N: -0.48 -0.34 -0.83  -0.253
F: -0.18 -1.27 -4.37  0.083
F: -2.59 -2.22 -2.84  0.087
H: 1.06 0.58 -1.90  0.066
H: -0.57 -1.01 1.19  0.088
H: 0.62 0.34 0.67  0.072
H: -1.17 0.59 1.09  0.128

# 2
Here is a 2-piece molecular cluster, C17H11Cl2N2O2S overall in a non-equilibrium geometry from OMol25. Energies are from the ωB97M-V functional and the def2-TZVPD basis.

As for the energy relative to the best compared isomer or geometry (same formula, charge and spin): 1.7 kcal per mole. As for the HOMO energy: -3.1 eV. As for the maximum force: 4.11 eV/Å. Its total charge is -1. The calculation puts the electronic energy at -60760.9092 eV. The value obtained for the orbital gap is 4.980 eV.

Last column: Löwdin charge in e.
CARTESIAN COORDINATES (ANGSTROEM)
C: 0.38 -0.25 3.09  -0.054
C: 1.40 0.55 3.51  -0.299
C: 2.76 0.14 3.51  -0.196
N: 3.88 -0.19 3.49  0.149
C: 1.15 1.85 4.07  -0.198
N: 0.95 2.93 4.48  0.160
C: -1.02 0.12 3.34  -0.221
C: -1.54 1.36 2.91  -0.051
C: -2.87 1.70 3.15  -0.070
C: -3.70 0.82 3.86  -0.089
C: -3.19 -0.39 4.34  -0.097
C: -1.89 -0.77 4.03  -0.035
H: 0.57 -1.25 2.68  0.142
H: -0.90 2.07 2.37  0.099
H: -3.25 2.65 2.77  0.107
H: -4.74 1.10 4.06  0.099
H: -3.81 -1.06 4.93  0.100
H: -1.47 -1.72 4.35  0.115
Cl: 2.13 -0.73 -7.94  0.650
C: 1.61 -0.72 -6.31  -0.704
C: 0.79 0.31 -5.85  -0.108
C: 0.38 0.33 -4.51  -0.057
C: 0.79 -0.67 -3.64  -0.258
S: 0.05 -0.73 -1.96  0.546
C: 1.22 -0.11 -0.85  -0.888
Cl: 0.76 0.74 0.46  0.674
O: -1.07 0.18 -2.01  -0.394
O: -0.17 -2.15 -1.77  -0.374
C: 1.64 -1.69 -4.09  -0.055
C: 2.06 -1.71 -5.42  -0.107
H: 0.46 1.10 -6.51  0.097
H: -0.28 1.13 -4.18  0.112
H: 2.24 0.02 -1.18  -0.003
H: 1.97 -2.48 -3.43  0.115
H: 2.73 -2.49 -5.77  0.095

# 3
Here is one molecule with the formula C7H14 in a non-equilibrium geometry from OMol25. Energies are from the ωB97M-V functional and the def2-TZVPD basis.

As for the energy relative to the best compared isomer or geometry (same formula, charge and spin): 34.9 kcal per mole. As for the HOMO energy: -9.4 eV. As for the maximum force: 1.56 eV/Å. The calculation puts the electronic energy at -7484.7826 eV. The value obtained for the orbital gap is 10.617 eV.

Last column: Löwdin charge in e.
CARTESIAN COORDINATES (ANGSTROEM)
C: 2.77 -0.08 -1.22  -0.118
C: 1.41 -0.10 -1.87  -0.275
C: 0.34 0.67 -1.11  -0.238
C: 0.17 0.27 0.36  -0.221
C: -1.25 0.45 0.89  -0.205
C: -1.81 -0.69 1.73  -0.197
C: -3.10 -0.87 1.96  -0.028
H: 3.40 -0.71 -1.85  0.072
H: 2.79 -0.60 -0.27  0.063
H: 3.22 0.91 -1.14  0.075
H: 1.43 0.32 -2.88  0.105
H: 1.04 -1.13 -1.88  0.112
H: 0.61 1.73 -1.02  0.113
H: -0.63 0.69 -1.62  0.102
H: 0.85 0.93 0.90  0.108
H: 0.58 -0.73 0.57  0.105
H: -2.01 0.58 0.12  0.107
H: -1.29 1.21 1.68  0.119
H: -1.08 -1.25 2.32  0.098
H: -3.86 -0.25 1.48  0.055
H: -3.57 -1.35 2.82  0.047

# 4
Here is C3H3O4Sr as an isolated structure in a non-equilibrium geometry from OMol25. Energies are from the ωB97M-V functional and the def2-TZVPD basis.

As for the HOMO energy (spin up / spin down): -16.4 / -17.7 eV. As for the maximum force: 4.47 eV/Å. As for the spin multiplicity: 2. Its total charge is +2. The calculation puts the electronic energy at -12166.3829 eV. The value obtained for the orbital gap (spin up / spin down) is 6.815 / 8.111 eV.

Last column: Löwdin charge in e.
CARTESIAN COORDINATES (ANGSTROEM)
C: 1.15 -1.05 0.28  -0.092
C: 0.40 -0.56 -0.81  0.015
H: 0.82 -0.54 -1.82  0.170
Sr: 3.99 1.20 0.30  1.910
O: 2.21 -0.37 0.04  -0.340
O: -0.90 -0.28 -0.85  0.149
C: -1.65 0.21 0.20  -0.567
O: -1.90 -0.40 1.19  0.213
O: -2.09 1.37 -0.20  0.216
H: 0.77 -1.26 1.29  0.156
H: -2.81 1.67 0.38  0.171